(1)
Below is a molecular structure, C52H54N8O6STeZr, with properties calculated with ωB97M-V/def2-TZVPD.

Geometry as XYZ:
```
123
Properties=species:S:1:pos:R:3:forces:R:3
Zr 1.06914 -0.98254 0.17492 0.0 0.0 0.7
C -0.04049 -4.25645 -2.68348 -0.1 0.0 0.1
N -1.03112 -4.16647 -1.60808 -0.2 -0.2 -0.1
C -2.25617 -4.94485 -1.81445 0.1 0.0 0.0
C -0.82234 -3.45927 -0.52825 0.3 0.4 0.0
O 0.29713 -2.84363 -0.37377 -0.2 -0.5 -0.1
C -2.86968 -2.39263 0.30837 -0.1 -0.2 0.0
O -1.21654 -0.81428 0.94578 0.1 0.0 -0.1
C -1.40101 -0.42398 2.29292 -0.1 0.0 -0.1
C -0.11234 -0.81934 2.98235 0.2 -0.3 -0.2
O 0.78507 -1.36301 2.26511 -0.1 0.1 0.4
N 0.06258 -0.60564 4.25747 -0.1 0.1 0.1
C -0.96338 0.02968 5.09063 0.1 0.0 0.0
C 1.34359 -0.90022 4.91255 -0.1 0.1 0.0
H 0.42281 -5.24213 -2.65343 0.0 0.0 0.0
H 0.72014 -3.49440 -2.56662 0.0 0.0 0.0
H -0.55128 -4.13092 -3.63660 0.0 0.0 0.0
H -1.97766 -5.94727 -2.13612 0.0 0.0 0.0
H -2.84999 -4.47833 -2.60182 0.0 0.0 0.0
H -2.82599 -5.00018 -0.89199 0.0 0.0 0.0
H -3.42218 -2.42879 1.24721 0.0 0.0 0.0
H -3.57411 -2.68821 -0.47111 0.0 0.0 0.0
H -2.26416 -0.92295 2.74413 0.0 0.0 0.0
H -1.54662 0.65711 2.36805 0.0 0.0 0.0
H -1.95530 -0.11865 4.67523 0.0 0.0 0.0
H -0.75771 1.09588 5.18515 0.0 0.0 0.0
H -0.93195 -0.42597 6.07777 0.0 0.0 0.0
H 2.06717 -1.22969 4.17655 0.0 0.0 0.0
H 1.18761 -1.67526 5.66097 0.0 0.0 0.0
H 1.69922 0.00716 5.39764 0.0 0.0 0.0
C -2.82443 -1.95646 -4.88292 0.0 0.0 0.0
C -2.00091 -1.43683 -3.73566 0.0 0.0 0.0
C -0.65953 -1.09212 -3.90847 -0.1 0.0 0.0
C 0.05524 -0.52790 -2.86415 0.2 0.1 -0.1
C 1.54035 -0.43110 -2.85223 -0.1 0.1 0.0
O 2.11740 -0.68407 -1.76649 0.0 -0.2 -0.1
C 2.33302 -0.15003 -4.03309 -0.1 0.0 0.0
C 3.65948 -0.59779 -4.07311 0.1 0.1 0.0
C 4.43706 -0.32601 -5.18142 0.0 0.0 0.0
C 3.90186 0.41010 -6.23468 0.0 0.0 0.0
C 2.59286 0.87713 -6.19025 0.0 0.0 0.0
C 1.79954 0.58924 -5.09496 0.0 0.0 -0.1
C -0.59009 -0.25489 -1.64795 0.2 0.5 0.2
O 0.08713 0.49501 -0.72636 -0.5 0.3 -0.6
C -1.83458 -0.81227 -1.37454 -0.1 -0.1 0.1
C -2.53865 -1.34361 -2.45513 -0.1 0.0 0.0
C -2.37472 -0.94922 0.05932 0.1 0.1 0.0
N -1.80523 -3.38803 0.44886 0.1 0.0 -0.1
C -1.34119 -3.75803 1.79301 -0.1 0.1 0.0
C -1.75549 -5.15878 2.20916 0.1 -0.1 0.0
Te -3.85590 -5.54385 2.20893 -0.1 -0.1 -0.1
C -4.32249 -3.82924 3.32736 -0.1 0.1 0.1
C -5.41357 -3.04491 2.95779 0.1 0.1 0.1
C -5.74648 -1.91631 3.69775 0.0 0.0 0.0
C -4.98173 -1.54608 4.79489 0.0 0.0 0.0
C -3.89628 -2.32860 5.17016 0.0 -0.1 0.0
C -3.57314 -3.47248 4.44770 0.0 0.1 0.0
C -3.40490 0.12459 0.34155 -0.1 0.0 -0.1
C -3.00235 1.45979 0.27206 0.0 0.0 0.0
C -3.91432 2.47518 0.49322 0.0 0.0 0.0
C -5.24460 2.16840 0.76716 0.0 0.0 0.0
C -5.65195 0.84692 0.81953 0.1 0.0 0.0
C -4.73335 -0.17801 0.60919 0.0 0.1 0.1
H -2.19457 -2.27645 -5.71162 0.0 0.0 0.0
H -3.49208 -1.17964 -5.25942 0.0 0.0 0.0
H -3.44946 -2.79782 -4.58138 0.0 0.0 0.0
H -0.16315 -1.29949 -4.84888 0.0 0.0 0.0
H 4.06176 -1.15775 -3.23930 0.0 0.0 0.0
H 5.45797 -0.67936 -5.22692 0.0 0.0 0.0
H 4.51502 0.62558 -7.10008 0.0 0.0 0.0
H 2.19850 1.46777 -7.00537 0.0 0.0 0.0
H 0.78760 0.96959 -5.04142 0.0 0.0 0.0
H -3.55059 -1.70541 -2.30018 0.0 0.0 0.0
H -1.73451 -3.04138 2.51356 0.0 0.0 0.0
H -0.25334 -3.68811 1.82537 0.0 0.0 0.1
H -1.38757 -5.36382 3.21354 0.1 0.0 0.0
H -1.32115 -5.90937 1.54544 0.0 0.0 0.0
H -6.01221 -3.31475 2.09558 0.0 0.0 0.0
H -6.60995 -1.32695 3.41616 0.0 0.0 0.0
H -5.24916 -0.67159 5.37356 0.0 0.0 0.0
H -3.32814 -2.07598 6.05776 0.0 0.0 0.0
H -2.75959 -4.10430 4.78576 0.0 0.0 0.0
H -1.96973 1.69697 0.03610 0.0 0.0 0.0
H -3.59439 3.50735 0.43878 0.0 0.0 0.0
H -5.96109 2.96257 0.92866 0.0 0.0 0.0
H -6.68689 0.60529 1.02270 0.0 0.0 0.0
H -5.07526 -1.20223 0.66276 0.0 0.0 0.0
N 2.94877 -1.97245 0.56641 0.6 -0.2 0.2
C 4.05295 -1.58215 0.64537 -0.2 0.2 0.1
C 5.29510 -1.03454 0.75473 0.3 0.2 0.0
C 5.41434 0.17824 1.50093 0.0 -0.5 -0.2
N 5.43660 1.18146 2.06912 0.1 -0.1 0.0
C 6.35187 -1.54994 -0.05432 -0.1 0.2 0.1
N 7.18014 -1.96421 -0.73653 0.0 0.0 0.0
C 5.88082 4.24572 -2.08786 0.0 0.0 -0.1
C 5.05191 3.25567 -1.27953 0.0 0.0 0.0
C 4.27473 3.97871 -0.18869 -0.1 -0.1 0.1
N 3.60580 3.00832 0.69715 0.0 0.2 0.0
C 2.43109 2.46298 0.56282 0.1 0.0 -0.4
S 2.08022 1.07117 1.54555 -0.2 -0.1 0.1
N 1.48878 2.88753 -0.31694 -0.1 -0.1 0.1
C 1.10621 4.15876 -0.82598 0.1 0.1 0.0
O 0.45270 4.16910 -1.83671 0.0 0.0 0.0
C 1.45098 5.37434 -0.04711 -0.2 -0.1 0.0
C 1.59077 5.34911 1.33722 0.0 0.1 0.1
C 1.87523 6.52261 2.01844 0.0 0.0 0.0
C 2.02756 7.71113 1.31545 0.0 0.0 0.0
C 1.87621 7.73598 -0.06604 0.0 0.0 0.0
C 1.57651 6.56925 -0.74882 0.0 0.1 0.0
H 6.41163 3.74268 -2.89438 0.0 0.0 0.0
H 6.62400 4.73965 -1.46044 0.0 0.0 0.0
H 5.25324 5.01836 -2.53663 0.0 0.0 0.0
H 5.69473 2.49984 -0.82195 0.0 0.0 0.0
H 4.34656 2.72769 -1.92842 0.0 0.0 0.0
H 3.54452 4.66691 -0.60422 0.2 -0.1 0.0
H 4.94235 4.56386 0.44323 0.0 0.0 0.0
H 4.22052 2.52998 1.36265 0.0 0.0 0.0
H 0.82525 2.15949 -0.58171 0.0 0.1 0.0
H 1.45725 4.42665 1.89009 0.0 0.0 0.0
H 1.97553 6.51371 3.09537 0.0 0.0 0.0
H 2.25815 8.62443 1.84761 0.0 0.0 0.0
H 1.98637 8.66524 -0.60814 0.0 0.0 0.0
H 1.44007 6.56946 -1.82224 0.0 0.0 0.0
```
Forces are in eV/Å.

Computed properties:
- E: -98407.2437 eV
- Relative energy (zero: lowest compared OMol25 entry of this formula, charge and spin): 0.00 kcal per mole
- LUMO: -6.0 eV
- M: 1137.9 Da
- Charge: +2

Atom charges from the Mulliken analysis, given in e for atoms 1 to 99: -0.448, -0.970, 0.471, -0.546, -0.432, -0.538, -1.535, 2.005, -1.379, 0.331, -0.832, 0.536, -0.979, -1.056, 0.368, 0.184, 0.403, 0.410, 0.139, 0.072, -0.162, 0.607, -0.087, 0.893, 0.337, 0.282, 0.377, 0.325, 0.383, 0.369, -1.677, -0.122, -0.656, 0.474, 0.851, -0.939, 0.673, -0.468, -0.903, -0.438, -1.043, -0.103, -0.307, -0.478, 0.585, -0.220, 1.399, 1.663, -0.292, -2.048, 0.213, -0.069, -0.236, -0.421, -0.710, -0.568, -0.431, 0.222, -0.413, -1.046, -0.757, -1.061, -0.247, 0.399, 0.374, 0.415, 0.573, 0.511, 0.504, 0.448, 0.452, 0.545, 0.642, -0.146, 0.347, 0.621, 0.614, 0.481, 0.450, 0.451, 0.604, 0.465, 0.636, 0.566, 0.438, 0.511, 0.559, -0.481, 1.004, 0.044, 0.132, -0.608, 0.047, -0.460, -1.429, 0.218, -0.513, 0.316, -0.118

(2)
Below is 2 unconnected molecules or ions with the total composition FHI2OP in a non-equilibrium geometry, with properties calculated with ωB97M-V/def2-TZVPD.

Geometry as XYZ:
```
6
Properties=species:S:1:pos:R:3:forces:R:3
O 0.36776 -0.34881 2.48176 0.5 0.1 -0.2
F -1.64855 0.69644 -1.43681 0.7 -0.9 0.8
P 0.92847 -0.48435 1.15330 -0.9 -0.7 -1.5
I 2.53121 0.90981 0.12236 -0.5 -0.5 0.5
I -0.11251 -2.09326 -0.37910 0.9 1.1 1.1
H -2.06638 1.32016 -1.94150 -0.7 1.0 -0.8
```
Forces are in eV/Å.

Computed properties:
- E: -30263.6324 eV
- Relative energy (zero: lowest compared OMol25 entry of this formula, charge and spin): 46.46 kcal per mole
- LUMO: -7.5 eV
- M: 320.8 Da
- Charge: +1

Formally, the Mulliken partial charges of the atoms, in units of the elementary charge, are as follows: -0.341, -0.350, 0.523, 0.424, 0.368, 0.375

| no. | Kohn-Sham gap (eV) |
| --- | --- |
| 1 | 6.32 |
| 2 | 7.79 |